DFT (ωB97M-V with the def2-TZVPD basis set) results for C31H32Cl3I2O2RuSb2 as an isolated structure at a distorted geometry.

HOMO energy (alpha / beta): -14.04 / -14.04 eV
Strongest force on any atom: 2.89 eV/Å
LUMO level (alpha / beta): -6.276 / -9.004 eV
Total energy: -3901.569149 a.u.
Spin multiplicity: 6
Total charge: +2

Each line ends with the Löwdin charge.
Geometry (Å):
H (2.070, 0.188, 2.053)  0.091
H (-2.132, 2.780, -0.133)  0.071
H (4.867, 1.240, 2.451)  0.037
Cl (6.553, -0.411, 2.323)  0.594
O (0.862, -0.135, 0.420)  -0.679
C (-1.423, -3.066, 3.557)  -0.051
C (-0.901, 1.616, -5.454)  -0.084
C (4.900, -3.795, 0.324)  -0.064
C (5.454, 0.798, 1.647)  -0.921
H (-1.105, 2.987, 1.929)  0.126
C (1.052, 2.447, 3.093)  -0.490
H (4.580, -2.860, 3.558)  0.115
H (-1.364, 1.234, 1.846)  0.100
H (6.168, -3.980, 2.034)  0.117
C (-1.181, 2.249, -0.059)  -0.330
C (1.034, 0.327, 1.722)  -0.301
C (-3.575, 0.096, -0.773)  -0.351
C (0.714, 1.859, 1.696)  -0.675
C (-4.149, 0.735, 0.313)  -0.112
H (4.144, 4.191, -3.302)  -0.013
H (-0.156, 0.090, -4.136)  0.097
C (3.109, -2.549, 2.045)  -0.163
H (-7.361, -0.193, -0.184)  0.121
C (2.782, -2.745, 0.714)  -0.423
H (-3.383, -3.896, 3.745)  0.116
H (0.818, 3.512, 3.102)  0.093
I (4.124, 1.788, -1.992)  0.911
H (-0.323, 1.272, -6.299)  0.117
H (-6.314, -1.356, -2.092)  0.118
C (-0.815, 2.071, 1.409)  -0.206
C (-1.865, -3.152, 0.822)  -0.164
H (2.109, 2.304, 3.313)  0.081
H (6.034, 1.540, 1.100)  0.033
H (-0.431, 2.879, -0.570)  0.012
C (-1.573, 1.393, -3.169)  -0.411
C (5.221, -3.627, 1.660)  -0.074
H (2.437, -2.046, 2.724)  0.080
Sb (-1.449, 0.392, -1.221)  1.602
C (-0.808, 0.953, -4.238)  -0.186
Sb (0.864, -2.158, -0.152)  1.566
H (-2.032, -3.200, -0.248)  0.085
C (-0.429, -2.649, 2.686)  -0.125
H (-3.887, -1.205, -2.456)  0.106
H (5.594, -4.274, -0.348)  0.116
C (-2.506, 3.134, -4.512)  -0.054
C (3.680, -3.350, -0.155)  -0.167
O (1.503, 2.453, 0.778)  -0.262
H (-1.244, -3.031, 4.619)  0.117
H (-5.969, 1.164, 1.338)  0.119
Cl (0.116, 1.651, 4.366)  0.650
H (-1.813, 3.224, -6.531)  0.120
C (-0.653, -2.696, 1.320)  -0.381
H (-3.046, 2.792, -2.465)  0.106
Cl (4.326, 0.042, 0.495)  0.466
H (0.510, -2.307, 3.096)  0.079
H (-3.778, -3.964, 1.310)  0.113
C (-2.428, 2.475, -3.295)  -0.122
I (1.458, 3.721, -3.125)  0.928
C (4.331, -2.999, 2.516)  -0.096
C (-4.339, -0.681, -1.626)  -0.123
Ru (1.478, 1.569, -1.175)  0.757
C (-6.297, -0.110, -0.353)  -0.040
H (-3.553, 1.312, 1.006)  0.092
H (-3.176, 3.974, -4.614)  0.121
C (3.556, 3.286, -3.452)  -0.988
C (-5.707, -0.768, -1.420)  -0.052
C (-5.518, 0.644, 0.508)  -0.049
H (3.680, 2.902, -4.462)  -0.015
C (-2.847, -3.585, 1.698)  -0.066
C (-1.741, 2.708, -5.586)  -0.057
C (-2.625, -3.543, 3.064)  -0.051
H (3.427, -3.483, -1.199)  0.091
H (0.343, -0.177, 2.403)  0.081